1.
Here is the molecule C4H5NO from the OMol25 dataset. Energies are from the ωB97M-V functional and the def2-TZVPD basis.

```
11
Properties=species:S:1:pos:R:3:lowdin_charge:R:1
C -1.1807 -1.1316 0.2986 0.0473
C -1.3090 -0.2423 -0.6731 -0.1729
O -0.2471 0.2683 -1.4112 0.0502
C 0.8242 0.5983 -0.7010 -0.4586
N 1.9714 1.0714 -0.8385 0.1899
C 1.4261 0.7516 0.5824 -0.0799
H -0.2186 -1.5526 0.5714 0.0691
H -2.0524 -1.4487 0.8575 0.0652
H -2.2471 0.1890 -1.0034 0.1189
H 1.8692 -0.1008 1.0992 0.0834
H 1.1641 1.5973 1.2182 0.0872
```

Summary:
HOMO-LUMO gap = 10.8 eV
highest occupied orbital energy = -9.870 eV
maximum force = 0.54 eV/Å
SMILES = C=COC1=NC1

---

2.
Here is the molecule C4H10S in a non-equilibrium geometry from the OMol25 dataset. Energies are from the ωB97M-V functional and the def2-TZVPD basis.

```
15
Properties=species:S:1:pos:R:3:lowdin_charge:R:1
C 2.4548 0.3854 -0.2028 -0.1130
C 1.2388 -0.2462 0.5432 -0.3205
C 0.1788 -0.8762 -0.3356 -0.5619
S -1.5026 -0.4466 0.0635 0.8019
C -1.2349 1.3049 -0.0609 -0.4619
H 2.2013 1.4493 -0.5437 0.0844
H 3.2368 0.5449 0.5652 0.0607
H 3.0703 -0.1544 -0.9805 0.0840
H 1.6924 -1.0001 1.0948 0.0685
H 0.7951 0.4336 1.3000 0.0920
H 0.3107 -1.9875 -0.4433 0.0970
H 0.4041 -0.7080 -1.3285 0.0379
H -2.2013 1.8491 -0.0586 0.0387
H -0.7827 1.6247 -1.0162 0.0452
H -0.5101 1.6864 0.7325 0.0471
```

Summary:
HOMO-LUMO gap = 9.6 eV
highest occupied orbital energy = -8.522 eV
maximum force = 2.79 eV/Å
SMILES = CCCSC

---

3.
Here is the molecule C17H18ClN3O2S in a non-equilibrium geometry from the OMol25 dataset. Energies are from the ωB97M-V functional and the def2-TZVPD basis.

```
42
Properties=species:S:1:pos:R:3:lowdin_charge:R:1
C 5.9209 -4.1878 1.1806 -0.1050
O 4.7351 -3.5532 0.7204 -0.2000
C 4.7007 -3.3647 -0.6970 -0.2448
C 3.4163 -2.6014 -1.0566 -0.1582
C 3.4441 -1.1859 -0.4517 -0.1764
N 2.1701 -0.5366 -0.7131 0.0554
C 2.0845 0.8446 -0.7558 -0.4823
O 3.1200 1.4961 -0.9612 0.0124
C 0.7656 1.5291 -0.5944 -0.4047
C -0.4513 0.9697 -0.1643 -0.0163
C -1.4681 1.9968 -0.1571 -0.2167
C -2.9021 2.1234 0.1349 -0.1601
C -3.8633 1.0577 0.4862 -0.1729
C -4.9908 1.3232 1.3179 -0.0154
C -5.9040 0.3362 1.6550 -0.0924
C -5.7431 -0.9672 1.1464 -0.6878
Cl -6.8125 -2.2487 1.5767 0.6733
C -4.6492 -1.2290 0.3411 -0.1018
C -3.7125 -0.2184 0.0339 -0.0405
N -3.2192 3.4146 0.0325 0.1488
N -2.0782 4.0872 -0.3617 -0.1651
C -2.0775 5.5119 -0.6261 -0.0231
C -1.0230 3.2000 -0.5198 -0.4798
S 0.6611 3.2557 -0.9726 1.1088
H 6.2947 -4.9140 0.4659 0.0790
H 5.6053 -4.6394 2.1231 0.0875
H 6.7380 -3.4808 1.4159 0.0904
H 5.5515 -2.8062 -1.1268 0.1259
H 4.7414 -4.3602 -1.1758 0.1213
H 2.6062 -3.2161 -0.6668 0.1100
H 3.3110 -2.5532 -2.1455 0.1199
H 4.2844 -0.6728 -0.8910 0.1180
H 3.6222 -1.2255 0.6279 0.1284
H 1.3101 -1.0309 -0.4793 0.1304
H -0.6787 -0.0610 0.1923 0.1223
H -5.1176 2.3612 1.6367 0.1136
H -6.7658 0.5647 2.2768 0.1061
H -4.5291 -2.2364 -0.0798 0.1090
H -2.8499 -0.4423 -0.6282 0.1201
H -1.3616 6.0548 -0.0113 0.0864
H -3.0521 5.9513 -0.4441 0.0859
H -1.8335 5.6535 -1.6839 0.0906
```

Summary:
HOMO-LUMO gap = 8.5 eV
highest occupied orbital energy = -8.282 eV
maximum force = 3.68 eV/Å
SMILES = COCCCNC(=O)c1cc2c(-c3ccc(Cl)cc3)nn(C)c2s1

---

4.
Here is a structure of composition C24H41N3OS2Sm in a non-equilibrium geometry from the OMol25 dataset. Energies are from the ωB97M-V functional and the def2-TZVPD basis.

```
72
Properties=species:S:1:pos:R:3:lowdin_charge:R:1
Sm 13.2588 10.3223 7.1219 1.7744
C 16.3702 10.2627 6.8114 -0.0571
N 15.3969 9.1951 7.1660 -0.4340
C 15.5297 8.0114 6.3060 -0.0673
C 15.5929 8.7095 8.5783 -0.1548
C 15.0656 9.6440 9.6629 -0.1438
N 13.6177 10.0166 9.4718 -0.4295
C 13.2518 11.2902 10.1944 -0.0418
C 12.7382 8.9125 9.9251 -0.0692
H 17.4145 9.8871 6.8796 0.1315
H 16.2510 11.1359 7.4808 0.0850
H 16.1274 10.5403 5.7642 0.1067
H 16.5326 7.5935 6.4173 0.1155
H 15.4062 8.2112 5.2010 0.1284
H 14.8822 7.2103 6.5915 0.0861
H 16.6539 8.5442 8.7435 0.1466
H 15.1258 7.6951 8.6672 0.1384
H 15.5673 10.5936 9.6482 0.1151
H 15.2268 9.2344 10.6479 0.1481
H 13.4029 11.1772 11.2464 0.1059
H 12.1861 11.4244 10.0099 0.0977
H 13.8436 12.1545 9.8208 0.0750
H 12.6106 8.7944 11.0565 0.1483
H 13.0886 7.9569 9.5004 0.0982
H 11.7200 9.0385 9.5301 0.0812
N 13.2331 12.5360 6.4508 -0.4952
S 13.5339 13.7756 7.5003 1.0631
C 12.7639 15.2131 6.8994 -0.4397
C 13.3275 16.0670 5.9635 -0.0467
C 12.5529 17.1390 5.5187 -0.0199
C 11.2492 17.3607 6.0331 -0.0211
C 10.6929 16.4441 6.8818 -0.0517
C 11.4817 15.4087 7.3413 -0.1014
C 15.3054 14.0888 7.3823 -0.4210
C 15.9283 14.6707 8.4843 -0.0686
C 17.2638 15.0151 8.3677 -0.0404
C 17.9789 14.7485 7.2054 -0.0250
C 17.3575 14.1247 6.1239 -0.0309
C 15.9976 13.8550 6.2179 -0.1222
H 13.1677 12.8246 5.4753 0.0324
H 14.3543 15.9837 5.5300 0.1359
H 12.9490 17.8790 4.8385 0.1219
H 10.7341 18.3075 5.7480 0.1447
H 9.7111 16.6441 7.3074 0.1301
H 11.1067 14.7217 8.0973 0.1105
H 15.3998 14.8498 9.4060 0.1182
H 17.8146 15.5011 9.1941 0.1386
H 19.0288 15.0348 7.1496 0.1308
H 17.8968 13.9200 5.2312 0.1151
H 15.5186 13.4473 5.3557 0.1010
C 7.5700 11.0447 5.1328 -0.0993
C 7.9244 10.5698 6.5354 -0.2682
C 9.4602 10.5091 6.7798 -0.3481
S 10.2865 9.6262 5.4579 1.0875
O 11.6782 9.3882 6.1518 -0.7645
C 9.3910 8.0397 5.5980 -0.3179
C 9.8908 6.9140 4.6930 -0.2722
C 11.2014 6.2881 5.1577 -0.1081
H 6.4992 11.1609 4.9793 0.0970
H 7.9255 10.3566 4.3610 0.0637
H 7.9759 12.0382 4.9345 0.0910
H 7.4530 9.6163 6.8302 0.1187
H 7.5890 11.3447 7.2516 0.1304
H 9.6328 9.9236 7.7094 0.1040
H 9.9620 11.4893 6.8371 0.0936
H 8.3284 8.3256 5.3529 0.1141
H 9.3746 7.7345 6.6595 0.1228
H 9.9910 7.2780 3.6210 0.1424
H 9.1004 6.1529 4.7465 0.1298
H 12.0001 7.0232 5.1986 0.0361
H 11.5255 5.5580 4.3457 0.1147
H 11.0894 5.7410 6.1046 0.0898
```

Summary:
HOMO-LUMO gap (spin up / spin down) = 7.2 / 8.3 eV
spin multiplicity = 6
highest occupied orbital energy (spin up / spin down) = -16.905 / -16.907 eV
maximum force = 2.07 eV/Å
net charge = +3

---

Among the records above, which one has the lowest maximum force? C4H5NO

---

Which formula does entry 3 have? C17H18ClN3O2S

---

Repeat the third record exactly.
Here is the molecule C17H18ClN3O2S in a non-equilibrium geometry from the OMol25 dataset. Energies are from the ωB97M-V functional and the def2-TZVPD basis.

```
42
Properties=species:S:1:pos:R:3:lowdin_charge:R:1
C 5.9209 -4.1878 1.1806 -0.1050
O 4.7351 -3.5532 0.7204 -0.2000
C 4.7007 -3.3647 -0.6970 -0.2448
C 3.4163 -2.6014 -1.0566 -0.1582
C 3.4441 -1.1859 -0.4517 -0.1764
N 2.1701 -0.5366 -0.7131 0.0554
C 2.0845 0.8446 -0.7558 -0.4823
O 3.1200 1.4961 -0.9612 0.0124
C 0.7656 1.5291 -0.5944 -0.4047
C -0.4513 0.9697 -0.1643 -0.0163
C -1.4681 1.9968 -0.1571 -0.2167
C -2.9021 2.1234 0.1349 -0.1601
C -3.8633 1.0577 0.4862 -0.1729
C -4.9908 1.3232 1.3179 -0.0154
C -5.9040 0.3362 1.6550 -0.0924
C -5.7431 -0.9672 1.1464 -0.6878
Cl -6.8125 -2.2487 1.5767 0.6733
C -4.6492 -1.2290 0.3411 -0.1018
C -3.7125 -0.2184 0.0339 -0.0405
N -3.2192 3.4146 0.0325 0.1488
N -2.0782 4.0872 -0.3617 -0.1651
C -2.0775 5.5119 -0.6261 -0.0231
C -1.0230 3.2000 -0.5198 -0.4798
S 0.6611 3.2557 -0.9726 1.1088
H 6.2947 -4.9140 0.4659 0.0790
H 5.6053 -4.6394 2.1231 0.0875
H 6.7380 -3.4808 1.4159 0.0904
H 5.5515 -2.8062 -1.1268 0.1259
H 4.7414 -4.3602 -1.1758 0.1213
H 2.6062 -3.2161 -0.6668 0.1100
H 3.3110 -2.5532 -2.1455 0.1199
H 4.2844 -0.6728 -0.8910 0.1180
H 3.6222 -1.2255 0.6279 0.1284
H 1.3101 -1.0309 -0.4793 0.1304
H -0.6787 -0.0610 0.1923 0.1223
H -5.1176 2.3612 1.6367 0.1136
H -6.7658 0.5647 2.2768 0.1061
H -4.5291 -2.2364 -0.0798 0.1090
H -2.8499 -0.4423 -0.6282 0.1201
H -1.3616 6.0548 -0.0113 0.0864
H -3.0521 5.9513 -0.4441 0.0859
H -1.8335 5.6535 -1.6839 0.0906
```

Summary:
HOMO-LUMO gap = 8.5 eV
highest occupied orbital energy = -8.282 eV
maximum force = 3.68 eV/Å
SMILES = COCCCNC(=O)c1cc2c(-c3ccc(Cl)cc3)nn(C)c2s1